{"formula": "C20H58N4O9", "method": "ωB97M-V/def2-TZVPD", "species": ["N", "C", "N", "O", "H", "H", "H", "H", "N", "C", "N", "O", "H", "H", "H", "H", "C", "C", "C", "O", "H", "H", "H", "H", "H", "H", "H", "H", "C", "C", "C", "O", "H", "H", "H", "H", "H", "H", "H", "H", "C", "C", "C", "O", "H", "H", "H", "H", "H", "H", "H", "H", "C", "C", "C", "O", "H", "H", "H", "H", "H", "H", "H", "H", "C", "C", "C", "O", "H", "H", "H", "H", "H", "H", "H", "H", "C", "C", "C", "O", "H", "H", "H", "H", "H", "H", "H", "H", "O", "H", "H"], "positions_angstrom": [[25.413, 23.377, 1.725], [24.926, 22.677, 2.809], [24.072, 23.379, 3.545], [25.311, 21.556, 3.161], [25.239, 24.360, 1.822], [26.165, 23.034, 1.152], [23.622, 22.901, 4.311], [23.629, 24.180, 3.129], [24.295, 21.437, 6.044], [23.001, 21.193, 6.368], [22.420, 20.138, 5.742], [22.417, 21.982, 7.113], [24.832, 20.826, 5.461], [24.683, 22.265, 6.459], [21.596, 19.890, 6.265], [23.024, 19.539, 5.182], [23.830, 13.362, 1.149], [23.381, 14.355, 2.219], [24.364, 14.774, 3.282], [22.895, 15.584, 1.587], [23.814, 12.391, 1.642], [24.897, 13.560, 1.000], [23.361, 13.558, 0.190], [22.456, 13.937, 2.631], [23.929, 14.956, 4.265], [24.992, 15.615, 2.985], [25.106, 13.999, 3.498], [22.034, 15.344, 1.225], [27.201, 19.365, 1.746], [28.319, 20.213, 1.153], [28.453, 19.745, -0.286], [27.717, 21.531, 1.265], [27.113, 19.566, 2.813], [27.457, 18.299, 1.749], [26.308, 19.462, 1.138], [29.228, 20.273, 1.748], [29.054, 18.844, -0.415], [29.142, 20.465, -0.761], [27.612, 19.811, -0.974], [27.875, 22.000, 0.436], [25.348, 18.244, 7.676], [26.370, 17.211, 7.195], [25.820, 15.778, 7.119], [26.782, 17.537, 5.877], [25.783, 19.215, 7.920], [24.897, 17.879, 8.600], [24.615, 18.459, 6.897], [27.257, 17.224, 7.834], [24.981, 15.724, 6.427], [25.456, 15.589, 8.134], [26.631, 15.094, 6.882], [26.066, 17.986, 5.417], [19.367, 16.023, 4.868], [20.833, 16.386, 4.968], [21.129, 17.480, 3.916], [21.144, 16.752, 6.309], [19.015, 15.370, 5.667], [19.070, 15.667, 3.883], [18.826, 16.948, 5.104], [21.444, 15.513, 4.729], [20.757, 17.139, 2.950], [22.178, 17.767, 3.885], [20.542, 18.385, 4.098], [20.779, 17.636, 6.423], [24.326, 18.120, -0.313], [24.754, 16.837, -1.022], [25.954, 16.199, -0.375], [23.701, 15.849, -0.975], [23.375, 18.504, -0.689], [25.017, 18.943, -0.500], [24.157, 17.956, 0.753], [24.893, 16.934, -2.099], [26.789, 16.910, -0.394], [26.281, 15.344, -0.963], [25.778, 16.027, 0.687], [23.413, 15.706, -0.051], [21.907, 21.528, 1.005], [21.453, 20.493, 2.001], [20.837, 21.243, 3.208], [20.364, 19.745, 1.498], [22.632, 21.210, 0.252], [22.465, 22.330, 1.498], [21.137, 22.111, 0.499], [22.196, 19.836, 2.464], [20.356, 20.632, 3.972], [20.084, 21.917, 2.795], [21.590, 21.801, 3.766], [19.794, 19.426, 2.198], [24.594, 19.030, 4.046], [24.434, 18.421, 3.316], [24.827, 19.881, 3.613]], "atomic_forces_ev_per_a": [[-0.83, -0.15, 0.47], [2.05, -1.13, -0.36], [-1.28, 0.88, 0.64], [-0.36, 0.20, -0.66], [0.40, 0.15, -0.58], [-0.05, -0.18, 0.47], [0.05, 0.09, -0.01], [-0.21, -0.03, 0.27], [0.12, 0.02, -0.03], [0.22, 1.43, 0.29], [0.06, 0.35, 0.56], [-0.28, -0.75, -0.17], [0.26, 0.11, -0.03], [0.24, -0.15, -0.05], [-0.03, -0.65, -0.54], [-0.53, -0.33, 0.30], [1.89, 0.96, 1.28], [-1.56, 0.47, -0.55], [0.89, -0.75, 0.49], [0.03, -0.19, 0.27], [-0.49, -0.35, -0.76], [0.03, -0.07, -0.35], [-0.43, -0.71, 0.10], [0.30, -0.13, 0.62], [-0.32, 0.38, -0.23], [-0.35, 0.21, -0.17], [-0.16, -0.28, -0.24], [-0.10, 0.30, 0.01], [1.30, -1.35, 1.17], [-2.84, -0.34, -0.07], [2.54, 1.79, -0.89], [0.52, 0.49, -0.97], [-0.67, 0.44, -0.16], [0.19, -0.02, -0.32], [-0.15, 0.37, 0.38], [0.21, -0.57, -0.31], [-0.58, -0.42, 0.30], [0.08, 0.12, -0.10], [-0.59, -0.47, 0.70], [0.32, -0.03, 0.06], [0.40, -0.17, 0.45], [-0.70, -0.10, -1.02], [0.00, 0.98, 1.43], [0.86, 0.42, -0.34], [0.35, -0.11, -0.09], [-0.40, 0.08, -0.16], [-0.30, -0.38, 0.14], [0.01, 0.04, -0.05], [0.10, -0.08, -0.10], [-0.12, -0.60, -0.13], [-0.17, -0.10, -0.20], [-0.13, 0.08, -0.06], [-0.57, 0.61, 0.69], [-0.11, -0.01, -0.70], [-0.32, -0.23, 0.53], [0.21, 0.27, -0.43], [0.38, -0.47, -0.22], [-0.02, -0.07, 0.05], [-0.21, 0.08, -0.42], [0.15, 0.01, 0.18], [0.46, -0.12, -0.15], [0.02, -0.17, -0.18], [0.00, 0.01, 0.42], [0.02, -0.04, 0.26], [-0.43, 0.35, -0.74], [-1.20, -1.09, 0.65], [1.09, 1.15, -0.35], [-0.34, 0.19, -0.23], [-0.10, -0.32, -0.18], [0.29, -0.15, 0.29], [0.34, -0.06, 0.07], [0.25, 0.55, 0.06], [0.09, 0.01, -0.03], [-0.17, -0.33, 0.44], [-0.13, -0.50, -0.10], [0.52, 0.44, -0.33], [1.40, 0.73, -0.46], [-1.87, 0.69, 2.38], [0.38, 0.76, -0.11], [0.04, -0.69, -1.62], [-0.30, -0.51, -0.11], [0.06, -0.25, 0.48], [-0.54, -0.66, 0.08], [0.54, 0.01, -0.82], [0.03, -0.40, -0.30], [0.01, 0.16, 0.18], [-0.04, 0.19, -0.16], [0.19, 0.08, 0.25], [-0.04, 0.07, -0.10], [0.05, -0.06, 0.04], [0.06, 0.01, -0.03]], "smiles": "NC(N)=O.NC(N)=O.CC(C)O.CC(C)O.CC(C)O.CC(C)O.CC(C)O.CC(C)O.O"}

{"formula": "C20H58N6O4P3", "method": "ωB97M-V/def2-TZVPD", "species": ["C", "C", "C", "C", "O", "P", "O", "C", "C", "C", "C", "H", "H", "H", "H", "H", "H", "H", "H", "H", "H", "H", "H", "H", "H", "H", "H", "H", "H", "H", "H", "H", "H", "O", "P", "N", "C", "C", "N", "C", "C", "N", "C", "C", "H", "H", "H", "H", "H", "H", "H", "H", "H", "H", "H", "H", "H", "H", "H", "H", "H", "H", "O", "P", "N", "C", "C", "N", "C", "C", "N", "C", "C", "H", "H", "H", "H", "H", "H", "H", "H", "H", "H", "H", "H", "H", "H", "H", "H", "H", "H"], "positions_angstrom": [[-4.972, 2.394, 0.498], [-4.547, 2.896, -0.872], [-3.039, 3.147, -0.853], [-2.256, 1.815, -0.707], [-1.140, 1.832, -1.540], [0.331, 1.062, -0.943], [-0.577, -0.346, -0.412], [2.030, 0.384, -0.350], [2.909, -0.039, -1.523], [1.969, -0.672, 0.764], [1.899, -2.138, 0.313], [-6.060, 2.320, 0.556], [-4.685, 3.137, 1.244], [-4.525, 1.437, 0.747], [-5.047, 3.840, -1.101], [-4.780, 2.175, -1.655], [-2.781, 3.771, 0.007], [-2.670, 3.642, -1.750], [-1.974, 1.701, 0.343], [-2.939, 1.011, -1.014], [0.508, 0.428, -2.252], [1.061, 2.229, -1.440], [0.162, 1.688, 0.353], [-0.502, -1.022, -1.095], [2.543, 1.247, 0.090], [3.030, 0.850, -2.147], [3.912, -0.323, -1.195], [2.445, -0.802, -2.143], [1.171, -0.429, 1.460], [2.894, -0.562, 1.342], [1.052, -2.619, 0.804], [2.778, -2.715, 0.596], [1.705, -2.249, -0.750], [5.396, 0.431, 2.924], [6.742, 1.047, 2.873], [6.712, 2.292, 4.055], [6.087, 3.579, 3.811], [6.476, 1.783, 5.397], [6.829, 1.602, 1.272], [7.263, 2.924, 0.876], [5.813, 1.098, 0.343], [8.457, 0.730, 2.979], [8.778, -0.684, 3.207], [9.353, 1.580, 3.743], [6.439, 4.292, 4.563], [4.991, 3.546, 3.847], [6.385, 3.988, 2.851], [7.341, 1.208, 5.749], [5.595, 1.133, 5.448], [6.332, 2.610, 6.091], [6.465, 3.668, 0.977], [7.566, 2.915, -0.174], [8.136, 3.256, 1.443], [4.863, 1.637, 0.418], [5.619, 0.044, 0.507], [6.187, 1.203, -0.678], [8.554, -1.006, 4.232], [9.836, -0.871, 3.012], [8.203, -1.313, 2.523], [9.273, 1.449, 4.830], [9.202, 2.630, 3.515], [10.374, 1.323, 3.446], [-5.865, -0.602, -1.980], [-6.498, -1.956, -1.994], [-5.152, -2.920, -2.460], [-4.628, -2.934, -3.813], [-4.105, -2.946, -1.442], [-7.673, -1.719, -3.216], [-7.811, -2.524, -4.406], [-8.044, -0.333, -3.483], [-7.373, -3.312, -1.292], [-7.799, -3.084, 0.096], [-6.930, -4.687, -1.453], [-3.987, -3.811, -3.934], [-4.044, -2.039, -4.064], [-5.423, -3.042, -4.545], [-4.443, -3.503, -0.558], [-3.807, -1.944, -1.117], [-3.221, -3.453, -1.825], [-7.094, -2.237, -5.185], [-8.814, -2.398, -4.825], [-7.701, -3.589, -4.195], [-7.322, 0.177, -4.133], [-8.125, 0.235, -2.562], [-9.022, -0.318, -3.971], [-6.962, -3.126, 0.803], [-8.540, -3.826, 0.396], [-8.265, -2.099, 0.186], [-6.057, -4.949, -0.844], [-6.702, -4.917, -2.489], [-7.762, -5.329, -1.147]], "atomic_forces_ev_per_a": [[-0.66, 0.38, -0.14], [0.73, 0.44, 0.20], [0.25, -0.64, 0.09], [-0.22, 0.70, -0.65], [0.24, -0.01, 0.33], [0.79, 0.09, -0.71], [-0.11, -0.12, 0.36], [-0.08, -0.29, 0.10], [-0.12, 0.75, 0.14], [0.92, 0.11, -0.04], [-0.85, -0.05, 0.41], [-0.07, -0.27, 0.05], [0.15, -0.07, 0.16], [0.05, -0.10, 0.02], [-0.26, -0.04, -0.02], [-0.13, -0.08, -0.04], [-0.06, 0.28, -0.07], [-0.11, 0.02, -0.15], [0.00, -0.35, 0.07], [0.04, -0.28, 0.25], [-0.22, -0.03, 0.03], [-0.02, 0.01, 0.04], [-0.37, -0.26, 0.10], [0.03, 0.22, -0.06], [-0.24, 0.23, 0.07], [0.01, -0.04, -0.24], [0.03, -0.34, -0.07], [0.14, -0.21, -0.01], [-0.25, -0.02, -0.09], [0.05, -0.03, 0.11], [-0.05, -0.11, 0.02], [0.20, 0.04, -0.18], [0.17, 0.01, -0.15], [1.09, -2.30, 0.76], [0.13, 4.06, -1.38], [0.51, 0.33, -0.41], [-0.28, 0.00, -0.08], [0.04, -0.39, 0.03], [-0.61, 0.09, -0.12], [0.58, -0.05, -0.01], [-0.24, 0.05, 0.10], [-0.86, -1.85, 1.08], [-0.12, -0.09, -0.30], [-0.01, 0.18, 0.18], [-0.06, -0.07, 0.09], [0.01, 0.01, 0.00], [-0.06, -0.09, 0.04], [-0.08, -0.03, -0.01], [-0.03, 0.08, 0.02], [0.06, 0.08, -0.06], [0.04, 0.01, -0.13], [-0.01, -0.07, 0.00], [-0.08, -0.03, 0.13], [-0.04, -0.05, -0.03], [-0.07, 0.02, 0.11], [0.08, 0.09, 0.03], [0.09, -0.01, 0.00], [0.01, 0.07, -0.03], [-0.02, 0.02, 0.04], [0.03, 0.01, -0.03], [-0.10, -0.01, 0.00], [-0.03, -0.08, 0.00], [-1.12, 0.27, 2.96], [1.19, -1.74, -4.92], [-0.47, -0.70, -0.32], [0.06, 0.33, -0.08], [-0.19, 0.17, 0.35], [-0.04, 0.49, 0.04], [-0.33, -0.45, 0.18], [0.23, 0.11, -0.12], [0.40, 1.35, 2.03], [-0.26, 0.23, -0.11], [0.30, -0.16, -0.05], [0.09, 0.05, 0.08], [0.01, -0.01, -0.01], [0.01, 0.07, 0.06], [0.02, 0.07, 0.00], [0.09, -0.01, -0.07], [-0.05, -0.06, -0.08], [-0.07, -0.01, -0.04], [-0.01, 0.04, 0.05], [0.14, 0.03, 0.06], [-0.02, 0.05, 0.01], [0.09, 0.02, 0.00], [0.01, -0.10, -0.03], [-0.04, -0.07, 0.04], [-0.01, -0.02, -0.06], [0.04, 0.00, 0.00], [-0.02, -0.02, -0.02], [0.04, 0.09, -0.01], [-0.03, 0.09, 0.07]], "total_charge": -1}

Record order is preserved below.
HOMO level: -9.610; -3.917 eV
Record order is preserved below.
Gap between HOMO and LUMO: 10.05; 6.21 eV
Record order is preserved below.
ΔE to the lowest compared entry with this formula, charge and spin: 9.7; 0.0 kcal per mole